1.
DFT (ωB97M-V/def2-TZVPD) results for a gas-phase ion, C26H31N2O (charge +1) at a distorted geometry.

For the energy above the lowest of the compared OMol25 structures with the same formula, charge and spin, the calculation gives 0.0 kcal per mole. The calculation puts the LUMO energy at -0.1321 Ha. As for the spin multiplicity: 1. As for the net charge: +1. The calculation puts the HOMO energy at -10.03 eV. The SMILES is Cc1c([C@@H](c2ccccc2)[C@H]2CCCC2=[N+]2CCOCC2)c2ccccc2n1C.

Geometry as XYZ:
```
60
Properties=species:S:1:pos:R:3:forces:R:3:lowdin_charge:R:1
C 3.406 0.049 -0.012 0.2197 -0.3111 -0.0569 -0.1374
C 2.148 -0.732 -0.445 0.0929 -0.1198 -0.1462 -0.0901
C 1.010 -0.466 0.601 1.8793 -0.5319 0.2189 -0.1591
C 1.619 0.542 1.545 -0.5153 0.3888 1.7788 -0.0773
N 1.087 1.022 2.664 1.0347 -0.6115 -1.6866 0.0468
C -0.227 0.558 3.165 -0.3296 -0.5215 0.3205 -0.0668
C -0.645 1.235 4.464 0.2583 0.3083 0.5317 -0.1570
O 0.459 1.442 5.348 0.0992 0.4491 -1.0320 -0.1107
C 1.391 2.369 4.776 -0.6901 -0.0552 0.5424 -0.1624
C 1.997 1.870 3.476 0.2640 -0.0113 0.5170 -0.0908
C 3.017 0.915 1.198 0.7310 -0.0160 -0.7824 -0.1010
H 4.196 -0.661 0.259 -0.0928 0.3078 0.0256 0.1171
H 3.804 0.671 -0.825 -0.1635 -0.2385 0.2169 0.1182
H 1.879 -0.422 -1.458 -0.2577 -0.1488 0.3419 0.1105
H 2.336 -1.815 -0.481 0.0087 0.4061 -0.0760 0.1300
H 0.962 -1.410 1.170 -0.0944 0.3942 0.1100 0.1487
H -1.008 0.736 2.416 0.3640 -0.0915 0.1117 0.1315
H -0.186 -0.529 3.345 0.2968 0.5199 -0.2095 0.1302
H -1.159 2.184 4.222 0.2150 -0.1993 0.3694 0.1371
H -1.314 0.568 5.025 -0.0061 0.3183 -0.4305 0.1449
H 0.920 3.355 4.591 0.0018 -0.3812 0.3717 0.1354
H 2.192 2.451 5.524 -0.2762 0.2839 -0.3317 0.1421
H 2.893 1.284 3.745 -0.4540 0.0661 -0.3717 0.1374
H 2.317 2.743 2.882 -0.1085 -0.4636 0.1299 0.1422
H 3.757 0.763 2.004 -0.6307 0.1286 -0.0504 0.1354
H 3.074 1.989 0.942 -0.1464 -0.2921 0.1952 0.1452
C 0.453 2.502 -1.672 0.0352 0.3094 0.0621 -0.0036
C -0.031 1.193 -2.171 -0.6552 -1.7240 0.5375 -0.2201
N -0.169 0.938 -3.511 0.1109 -0.2716 -0.4483 -0.0541
C 0.104 1.900 -4.565 0.0633 0.1943 0.1539 -0.0033
C -0.565 -0.388 -3.709 0.1223 0.4144 1.0405 -0.1530
C -0.670 -0.991 -2.423 0.2745 0.5085 -0.5356 -0.1319
C -0.998 -2.345 -2.335 -0.2432 -0.4004 -0.2933 -0.0220
C -1.382 -3.023 -3.497 0.2378 0.2758 0.4495 -0.0759
C -1.337 -2.385 -4.751 0.2606 0.4671 -0.0769 -0.0761
C -0.860 -1.070 -4.878 -0.4136 -0.5830 -0.1037 -0.0109
C -0.370 0.033 -1.454 0.5304 0.8659 -0.7309 -0.1398
C -0.346 -0.125 0.046 -1.9688 0.5716 -0.6663 -0.1792
C -1.504 -1.065 0.482 0.2270 0.2379 0.5287 -0.1904
C -2.741 -0.941 -0.161 -0.1136 -0.1446 -0.0491 -0.0395
C -3.779 -1.836 0.105 0.2717 0.1009 0.2461 -0.0534
C -3.647 -2.767 1.143 0.1752 0.1927 -0.0643 -0.0714
C -2.464 -2.806 1.885 0.0711 0.0123 -0.1944 -0.0674
C -1.382 -1.990 1.527 -0.3403 -0.0679 -0.2469 -0.0693
H 0.471 2.479 -0.576 -0.0520 0.1776 -0.1773 0.0703
H 1.479 2.720 -2.015 -0.3055 -0.0596 0.0420 0.0938
H -0.197 3.329 -2.003 0.2575 -0.2048 0.1862 0.0967
H -0.039 1.409 -5.528 0.0217 0.2079 0.1376 0.0826
H -0.565 2.771 -4.488 0.1165 -0.3157 -0.1176 0.1006
H 1.140 2.267 -4.504 -0.2706 -0.1805 -0.0688 0.0979
H -0.955 -2.842 -1.363 -0.2512 0.0075 -0.3914 0.1149
H -1.717 -4.060 -3.423 0.1656 0.3246 -0.0950 0.1057
H -1.668 -2.934 -5.633 0.2166 0.1954 0.2099 0.1056
H -0.748 -0.569 -5.838 -0.1883 -0.3320 0.0866 0.1036
H -0.615 0.880 0.410 -0.0099 -0.1739 0.0906 0.1351
H -2.874 -0.159 -0.915 0.0795 -0.4197 0.1458 0.1314
H -4.679 -1.806 -0.512 0.1912 0.0490 0.3388 0.1142
H -4.468 -3.445 1.374 0.2285 0.1548 -0.0313 0.1089
H -2.354 -3.486 2.733 -0.0968 0.1362 -0.3494 0.1097
H -0.446 -2.099 2.082 -0.4481 -0.1036 -0.2232 0.0904
```
Forces are in eV/Å.

***

2.
DFT (ωB97M-V/def2-TZVPD) results for a gas-phase ion, C26H31N2O3 (charge +1).

For the energy above the lowest of the compared OMol25 structures with the same formula, charge and spin, the calculation gives 0.0 kcal per mole. The calculation puts the LUMO energy at -0.0760 Ha. As for the spin multiplicity: 1. As for the net charge: +1. The calculation puts the HOMO energy at -10.36 eV. The SMILES is COc1cccc(C[NH+]2CCN(Cc3cccc(Oc4ccccc4)c3)CC2)c1OC.

Geometry as XYZ:
```
62
Properties=species:S:1:pos:R:3:forces:R:3:lowdin_charge:R:1
C -5.928 -2.538 -1.343 -0.2106 -0.2537 -0.0658 -0.0534
H -6.031 -3.202 -0.480 0.0000 0.0390 -0.0256 0.1020
H -6.892 -2.082 -1.578 0.0339 -0.0025 0.0217 0.1040
H -5.582 -3.113 -2.200 -0.0752 0.0110 0.0753 0.1016
O -4.932 -1.559 -1.124 0.3009 0.3666 0.1805 -0.0960
C -5.108 -0.649 -0.135 0.0954 0.0389 -0.0078 -0.1906
C -6.182 -0.663 0.752 0.0698 -0.0689 -0.1521 0.0041
C -6.280 0.262 1.775 0.0425 0.0641 0.0242 -0.0561
C -5.305 1.226 1.936 0.0562 -0.0183 -0.0743 -0.0355
C -4.239 1.282 1.050 0.0830 -0.1360 -0.1841 -0.1571
C -4.132 0.355 0.008 -0.0940 0.0818 0.0778 -0.1388
O -3.004 0.484 -0.780 -0.2881 -0.0894 0.5433 -0.1180
C -3.040 0.091 -2.147 0.2068 -0.1396 -0.6235 -0.0308
H -3.954 0.438 -2.630 0.0069 0.0107 0.0527 0.1091
H -2.179 0.575 -2.607 -0.0786 -0.0226 -0.0059 0.1001
H -2.957 -0.990 -2.253 -0.0021 0.1582 0.0209 0.0962
C -3.191 2.358 1.177 -0.6918 0.1108 -0.2054 -0.0521
N -1.827 1.774 1.244 -0.0075 -0.1508 -0.2295 -0.1056
H -1.773 1.155 0.413 0.0100 0.1442 0.1336 0.1593
C -1.629 0.938 2.447 0.2715 -0.6998 0.5521 -0.0744
C -0.257 0.275 2.387 -0.1400 0.2301 0.0312 -0.1544
N 0.752 1.311 2.341 -0.1269 0.0656 -0.0071 -0.1565
C 0.604 2.093 1.133 -0.2092 0.0592 0.1613 -0.1583
C -0.755 2.786 1.159 0.7461 0.3950 -0.1767 -0.0818
H -0.895 3.387 0.259 -0.1449 -0.0861 0.0277 0.1428
H -0.822 3.431 2.038 -0.1165 -0.0618 -0.0531 0.1479
H 1.386 2.853 1.107 -0.0558 0.0292 -0.0999 0.1380
H 0.691 1.480 0.217 0.0375 0.0650 0.0162 0.1360
C 2.113 0.845 2.592 0.0808 -0.0576 -0.0613 -0.1295
C 2.652 -0.088 1.535 0.0316 -0.0822 0.0274 -0.2184
C 3.321 0.423 0.434 0.1799 -0.1057 -0.2093 0.0360
C 3.796 -0.421 -0.567 -0.3239 -0.1615 0.3312 -0.2519
C 3.581 -1.793 -0.469 0.0967 0.1329 -0.2344 -0.0088
C 2.919 -2.301 0.633 -0.0525 0.0089 0.0356 -0.0585
C 2.456 -1.461 1.631 -0.0081 0.0492 0.0473 -0.0567
H 1.958 -1.877 2.495 -0.0464 -0.0522 0.1253 0.1097
H 2.763 -3.366 0.712 -0.0035 -0.1025 -0.0036 0.1107
H 3.934 -2.451 -1.248 0.0299 -0.0423 -0.0370 0.1240
O 4.389 0.176 -1.636 0.0040 0.1662 -0.0659 0.0370
C 5.359 -0.491 -2.357 0.3662 -0.1952 -0.3032 -0.2602
C 6.320 -1.290 -1.750 -0.1907 0.1926 0.1491 -0.0246
C 7.308 -1.874 -2.523 0.0023 -0.0143 -0.0431 -0.0723
C 7.348 -1.660 -3.890 0.0819 -0.0439 -0.0672 -0.0882
C 6.397 -0.850 -4.488 0.0387 -0.0433 0.0126 -0.0765
C 5.401 -0.265 -3.727 -0.2183 0.0610 0.2997 -0.0055
H 4.656 0.372 -4.177 -0.0854 0.0667 -0.0372 0.1174
H 6.428 -0.672 -5.552 -0.0012 0.0208 -0.0888 0.1067
H 8.122 -2.117 -4.486 0.0704 -0.0390 -0.0551 0.1037
H 8.054 -2.493 -2.049 0.0646 -0.0492 0.0413 0.1078
H 6.298 -1.442 -0.681 0.0134 -0.0160 0.0543 0.1221
H 3.507 1.482 0.339 0.0565 0.1573 -0.0107 0.1268
H 2.105 0.349 3.565 0.0657 0.0436 -0.0094 0.1292
H 2.744 1.733 2.666 0.0239 -0.0511 0.0612 0.1296
H -0.112 -0.319 3.290 -0.0919 -0.0477 -0.0415 0.1380
H -0.210 -0.405 1.516 0.0027 -0.0176 0.0747 0.1366
H -2.424 0.192 2.495 0.0064 0.1142 -0.0898 0.1432
H -1.684 1.585 3.325 -0.0698 0.0422 -0.1127 0.1499
H -3.228 3.011 0.300 0.1757 -0.0240 0.0996 0.1515
H -3.367 2.958 2.071 0.1383 -0.0396 -0.0469 0.1454
H -5.377 1.947 2.735 0.0007 0.1080 0.1216 0.1175
H -7.119 0.221 2.450 -0.0967 -0.0099 0.0731 0.1149
H -6.946 -1.415 0.653 -0.0610 -0.1089 -0.0443 0.1119
```
Forces are in eV/Å.